# 1
C15H26ClNdO2P2 | wB97M-V/def2-TZVPD

Kohn-Sham gap (alpha / beta)	5.43 / 5.62	eV
total charge	+2
multiplicity	4

Positions of all 47 atoms, in Å:
O1 -1.77961 0.78030 1.92153
C1 -1.48315 3.19236 -0.35655
H1 0.75620 -4.30572 0.52862
H2 -1.49915 -2.58399 1.98209
C2 -1.77299 -1.09794 -1.29706
C3 0.42657 1.47122 2.85229
H3 -0.11563 -3.55999 2.58381
H4 -2.31769 -1.69101 -3.17975
H5 1.40871 3.69494 -0.24638
H6 1.00408 3.76823 -1.99954
H7 2.15090 2.50064 -1.38647
H8 -0.90608 3.09351 -2.99708
C4 1.08310 0.62660 3.77011
P1 -0.23740 2.00004 -0.98603
H9 -0.82786 -2.43397 -2.51238
H10 3.05159 -1.90421 0.87270
H11 -0.81576 -0.73094 -3.05451
H12 2.43182 -1.73584 2.56366
C5 -0.84619 2.03361 -2.70319
C6 1.83914 3.33377 3.52480
H13 -0.67899 -3.63361 -0.30924
H14 0.95959 -3.38329 -1.01687
C7 -1.41783 -1.50229 -2.57094
O2 -2.20314 -0.74914 -0.27234
H15 0.36129 3.40523 1.91198
C8 0.38582 -3.46630 -0.08358
H16 -1.85090 1.58989 -2.74893
P2 0.56746 -1.95054 0.93534
C9 2.34739 2.54631 4.55825
C10 -0.59796 0.88329 1.87947
C11 0.89895 2.78378 2.62473
H17 2.42695 0.56790 5.47384
H18 -2.45659 2.68044 -0.33851
H19 2.10366 4.39520 3.44477
H20 0.70838 -0.39622 3.89575
H21 2.34138 -3.33164 1.74120
H22 3.01344 2.99087 5.30025
Cl1 1.65676 -0.46955 -1.60698
H23 -0.39557 -1.88484 3.17609
C12 -0.45366 -2.55130 2.31338
Nd1 1.76983 0.72029 0.73447
H24 -1.51236 4.05730 -1.03972
C13 1.24571 3.09877 -1.15849
C14 2.28065 -2.24127 1.59462
H25 -1.26419 3.50819 0.67031
H26 -0.17277 1.48059 -3.36734
C15 2.01823 1.18288 4.65979

Atoms 1-6, force components in eV/Å:
O 0.0619 0.0215 0.1362
C 0.0784 -0.0515 0.1430
H -0.2191 0.2035 -0.4183
H 0.1809 -0.0490 0.1695
C -2.8645 2.3232 6.1320
C -1.2928 0.1239 0.4773



# 2
C15H26HfNOP | wB97M-V/def2-TZVPD

Kohn-Sham gap	7.19	eV
total charge	+2

Positions of all 45 atoms, in Å:
H1 -3.89918 2.31663 0.00218
H2 1.86202 0.33398 -3.69794
H3 -1.94021 -0.52794 -1.96016
H4 -3.37770 0.47019 -1.89320
C1 2.21167 -1.66863 0.57681
H5 -2.84255 -2.20623 2.43228
H6 1.32759 4.48006 2.24711
C2 2.58924 -0.75133 -0.61998
C3 -2.56869 0.01586 0.80752
C4 -0.21505 -0.85789 0.75183
N1 1.55253 -0.63019 -1.74742
H7 2.53960 -2.68138 0.31206
C5 -0.83009 -3.01886 2.35190
H8 2.90165 0.26883 -0.23717
Hf1 0.86812 0.91040 -0.02125
H9 -0.35569 3.87217 2.37110
H10 1.08916 2.57819 -0.94345
H11 2.88473 -1.40093 1.40710
H12 -0.39335 -1.49020 -1.95866
H13 0.72595 -2.51574 -1.06031
C6 -1.83348 -2.09905 2.03576
H14 -1.90549 1.06399 -2.74181
C7 -2.85409 2.66810 -0.07277
H15 0.81568 3.48329 3.60417
C8 0.47181 -2.86634 1.89466
C9 -2.28997 0.49768 -1.89178
C10 0.96188 2.48583 1.58685
H16 -2.95059 0.53628 1.70506
O1 1.58905 1.37086 1.84373
C11 0.70142 3.61927 2.51987
H17 3.34016 -0.26430 -2.95329
C12 0.64817 -1.82471 -1.90252
C13 0.79989 -1.76134 1.09244
H18 1.27089 -3.55756 2.14710
H19 2.18175 -1.39116 -3.68610
H20 -2.75076 3.38443 -0.90973
C14 2.26743 -0.47021 -3.06777
H21 0.86632 -2.36984 -2.83543
P1 -1.74090 1.23723 -0.29686
H22 -2.58481 3.19589 0.85455
C15 -1.52741 -1.01100 1.20208
H23 -3.41842 -0.45880 0.28540
H24 -1.06425 -3.88101 2.96851
H25 1.30514 1.99984 -1.48685
H26 3.57083 -1.08435 -1.01563

Atoms 1-6, force components in eV/Å:
H 0.5192 0.1299 -0.1200
H -0.1478 -0.1287 0.4506
H -0.0195 -0.0082 0.0416
H -0.0444 0.1725 -0.1176
C 0.9822 -0.0760 0.1272
H 0.2376 -0.1429 -0.0988



Q: What is the formula in the second record?
A: C15H26HfNOP